No. 1
{
  "formula": "C12H28As2F12O6Sr",
  "method": "the ωB97M-V functional and the def2-TZVPD basis",
  "symbols": ["Sr", "As", "F", "F", "F", "F", "F", "F", "As", "F", "F", "F", "F", "F", "F", "C", "O", "C", "C", "O", "C", "C", "O", "C", "H", "H", "H", "H", "H", "H", "H", "H", "H", "H", "H", "H", "H", "H", "C", "O", "C", "C", "O", "C", "C", "O", "C", "H", "H", "H", "H", "H", "H", "H", "H", "H", "H", "H", "H", "H", "H"],
  "coordinates": [[8.61757, 8.95703, 7.42746], [6.94073, 5.72375, 9.79297], [6.69576, 6.78359, 11.09579], [8.48556, 5.22611, 10.34320], [7.24229, 4.79842, 8.40448], [5.50975, 6.24100, 9.12020], [7.72728, 7.07325, 8.95722], [6.09903, 4.33504, 10.62043], [10.40559, 12.32721, 8.78210], [9.19753, 13.46827, 8.38720], [9.25166, 11.01914, 8.41788], [11.54408, 11.15969, 9.13564], [11.56909, 13.64428, 9.24162], [9.82986, 12.27984, 10.41137], [10.89105, 12.30714, 7.14912], [9.12436, 5.48183, 6.17703], [8.62274, 6.76859, 5.75153], [7.49219, 6.79677, 4.97819], [6.20329, 7.08150, 5.76546], [6.31877, 8.18861, 6.56702], [5.11669, 8.46927, 7.19746], [5.31623, 9.37010, 8.41748], [6.39267, 10.23943, 8.25534], [6.36554, 11.42243, 9.06552], [9.48136, 5.53692, 7.19370], [9.93911, 5.18481, 5.51877], [8.31009, 4.73987, 6.09198], [7.33982, 5.88148, 4.36875], [7.66997, 7.59766, 4.26143], [5.91870, 6.23948, 6.43585], [5.49497, 7.29016, 4.99580], [4.67361, 7.56020, 7.58973], [4.51757, 9.08436, 6.53239], [5.47424, 8.86358, 9.36771], [4.43299, 9.97749, 8.50250], [6.56390, 11.20462, 10.12656], [5.41093, 11.92194, 8.90201], [7.19218, 12.00431, 8.69076], [7.72180, 11.14055, 5.13696], [8.68149, 10.01049, 5.05808], [9.86237, 10.43516, 4.44129], [10.87656, 9.30048, 4.59690], [10.97081, 9.20902, 6.04163], [12.04823, 8.42601, 6.46017], [12.05144, 8.42630, 7.97509], [10.81923, 8.01649, 8.48832], [10.68431, 8.10925, 9.92474], [8.19958, 11.94440, 5.72844], [6.90087, 10.72396, 5.76147], [7.36784, 11.44638, 4.17284], [10.33762, 11.30800, 4.90607], [9.73561, 10.58506, 3.39517], [11.83969, 9.57351, 4.15105], [10.46427, 8.35395, 4.25663], [13.07683, 8.79752, 6.25833], [11.98743, 7.45021, 5.96774], [12.31542, 9.47871, 8.28191], [12.79092, 7.66230, 8.31557], [11.59838, 7.89428, 10.46529], [9.86665, 7.44160, 10.20997], [10.47352, 9.19697, 10.06417]],
  "lowdin_charge": [1.642, 0.685, -0.213, -0.226, -0.223, -0.200, -0.331, -0.279, 0.713, -0.224, -0.387, -0.205, -0.276, -0.231, -0.216, -0.036, -0.264, -0.212, -0.183, -0.253, -0.171, -0.191, -0.301, -0.039, 0.082, 0.091, 0.100, 0.148, 0.123, 0.146, 0.130, 0.123, 0.140, 0.127, 0.123, 0.115, 0.100, 0.058, -0.011, -0.300, -0.209, -0.118, -0.219, -0.202, -0.210, -0.313, -0.039, 0.106, 0.082, 0.092, 0.132, 0.125, 0.144, 0.128, 0.145, 0.133, 0.133, 0.150, 0.099, 0.079, 0.089],
  "e_homo_ev": -10.8830,
  "homo_lumo_gap_ev": 10.76,
  "relative_energy_ev": 0.1228
}

=====

No. 2
{
  "formula": "C12H28ClO4PS",
  "method": "the ωB97M-V functional and the def2-TZVPD basis",
  "symbols": ["O", "S", "O", "Cl", "C", "C", "C", "C", "P", "H", "H", "H", "H", "H", "H", "H", "H", "H", "H", "H", "H", "C", "C", "C", "O", "C", "H", "H", "H", "H", "H", "H", "H", "H", "C", "C", "C", "O", "C", "H", "H", "H", "H", "H", "H", "H", "H"],
  "coordinates": [[1.40502, -2.86714, 0.09511], [2.46080, -1.91558, -0.05694], [3.39023, -2.01108, -1.13552], [3.56362, -2.01147, 1.67717], [1.87413, -0.23944, 0.03281], [0.91668, 0.09239, 1.16726], [-0.41941, -0.64978, 1.18120], [-1.18736, -0.60181, -0.12873], [-2.83984, -1.51135, 0.01863], [2.79143, 0.34815, 0.08847], [1.43345, -0.08509, -0.95818], [0.71205, 1.16247, 1.07860], [1.43442, -0.02940, 2.12224], [-1.02496, -0.17684, 1.96330], [-0.27275, -1.69096, 1.48396], [-1.39979, 0.43134, -0.43223], [-0.63229, -1.08699, -0.94181], [-3.23168, -1.08074, -1.28309], [-3.21109, -0.69739, 1.13373], [-2.15572, -2.74881, 0.22088], [-4.11547, -2.22360, 0.14305], [-1.01533, 4.07507, 4.57623], [-0.72231, 2.82958, 5.40981], [-0.90948, 1.72428, 4.37931], [-0.51911, 2.28320, 3.12283], [-0.38483, 3.70150, 3.24141], [-0.59605, 4.98846, 4.99585], [-2.09269, 4.21100, 4.46315], [0.30919, 2.84607, 5.76727], [-1.38165, 2.71561, 6.26909], [-1.95702, 1.40900, 4.32370], [-0.29487, 0.84359, 4.57334], [0.67789, 3.96603, 3.21993], [-0.87462, 4.16840, 2.38593], [0.83933, -1.75680, -5.98902], [0.98047, -2.58064, -4.71091], [1.25928, -1.49381, -3.68273], [0.55941, -0.32966, -4.13013], [0.11385, -0.52039, -5.47370], [0.28763, -2.26685, -6.77775], [1.82377, -1.48654, -6.37637], [0.04156, -3.08941, -4.48276], [1.77348, -3.32558, -4.75322], [2.32806, -1.27565, -3.61177], [0.89553, -1.75409, -2.68669], [-0.97133, -0.67084, -5.47793], [0.33835, 0.38160, -6.04481]],
  "lowdin_charge": [-0.335, 0.333, -0.339, 0.385, -0.293, -0.238, -0.295, -0.440, 0.653, 0.106, 0.099, 0.111, 0.098, 0.087, 0.093, 0.084, 0.053, -0.028, -0.021, -0.015, -0.107, -0.169, -0.168, -0.208, -0.165, -0.201, 0.112, 0.114, 0.115, 0.112, 0.119, 0.117, 0.118, 0.118, -0.170, -0.160, -0.213, -0.144, -0.208, 0.110, 0.114, 0.115, 0.115, 0.116, 0.089, 0.116, 0.115],
  "e_homo_ev": -8.1220,
  "homo_lumo_gap_ev": 8.68,
  "smiles": "O=S(=O)(Cl)CCCC[PH4].C1CCOC1.C1CCOC1"
}

=====

No. 3
{
  "formula": "C12H28IN5O2PdS2",
  "method": "the ωB97M-V functional and the def2-TZVPD basis",
  "symbols": ["Pd", "C", "N", "C", "C", "O", "H", "H", "H", "H", "H", "H", "H", "C", "C", "N", "C", "S", "N", "C", "C", "H", "H", "H", "H", "H", "H", "H", "H", "H", "H", "H", "H", "C", "N", "C", "N", "S", "H", "H", "H", "H", "H", "H", "I", "C", "C", "O", "H", "H", "H"],
  "coordinates": [[0.52836, 0.05508, -1.80951], [-2.36180, -3.11373, -5.22960], [-1.99730, -3.11067, -3.82260], [-2.34280, -4.18973, -2.92410], [-1.24487, -2.08826, -3.34405], [-0.86943, -2.02923, -2.18411], [-2.94753, -4.00751, -5.44323], [-1.48025, -3.11498, -5.87329], [-2.95853, -2.23745, -5.48749], [-2.90768, -4.94526, -3.46903], [-2.94350, -3.82426, -2.08784], [-1.44577, -4.64526, -2.49789], [-1.00397, -1.31283, -4.08604], [-1.64713, 1.49148, 4.27200], [-0.73437, 1.32269, 3.06659], [-0.58379, -0.08998, 2.70832], [0.58974, -0.54182, 2.12811], [0.61320, -1.54661, 0.84464], [1.75211, 0.01821, 2.67543], [2.00950, -0.23061, 4.09056], [3.07775, 0.71449, 4.61467], [-1.67184, 2.53449, 4.59491], [-1.30054, 0.87472, 5.10446], [-2.66975, 1.18916, 4.03566], [0.25514, 1.72435, 3.27372], [-1.12318, 1.88321, 2.21038], [-1.36432, -0.44880, 2.17537], [2.52948, -0.28756, 2.10080], [2.31545, -1.27406, 4.25102], [1.07584, -0.09017, 4.63590], [4.03022, 0.54118, 4.11018], [3.23050, 0.57429, 5.68736], [2.78893, 1.75000, 4.43050], [2.09272, 2.82136, 0.19616], [2.55239, 1.50696, -0.23650], [2.21952, 1.11161, -1.58238], [2.30591, 2.22930, -2.49078], [2.85662, -0.43728, -2.13979], [2.40789, 2.96807, 1.23415], [1.00645, 2.94975, 0.12447], [2.57964, 3.58587, -0.41031], [2.17024, 0.79073, 0.36256], [1.46884, 2.79443, -2.36133], [2.22287, 1.84132, -3.42515], [-0.40869, 0.85805, -5.46074], [-2.41425, 0.57631, -1.17068], [-1.02149, 1.24212, -1.09973], [-1.02938, 2.40526, -0.68356], [-3.19123, 1.25811, -0.79948], [-2.40151, -0.35591, -0.59613], [-2.61441, 0.30933, -2.21257]],
  "lowdin_charge": [0.422, -0.068, -0.190, -0.067, -0.360, -0.084, 0.068, 0.084, 0.081, 0.069, 0.084, 0.085, -0.054, -0.106, -0.253, -0.025, -0.906, 0.694, -0.056, -0.275, -0.101, 0.064, 0.058, 0.065, 0.099, 0.114, 0.098, 0.099, 0.112, 0.097, 0.070, 0.061, 0.067, -0.157, -0.118, -1.088, -0.008, 0.346, 0.054, 0.046, 0.058, 0.010, 0.055, 0.005, -0.564, -0.151, -0.498, -0.152, 0.042, 0.033, 0.042],
  "e_homo_ev": 0.2839,
  "homo_lumo_gap_ev": 4.12,
  "charge": -2,
  "relative_energy_ev": 2.0717
}

=====

No. 4
{
  "formula": "C12H28MgN3O4S",
  "method": "the ωB97M-V functional and the def2-TZVPD basis",
  "symbols": ["C", "C", "C", "N", "S", "C", "N", "O", "C", "C", "C", "O", "H", "H", "H", "H", "H", "H", "H", "H", "H", "H", "H", "H", "H", "H", "H", "H", "H", "C", "O", "H", "H", "H", "Mg", "C", "C", "C", "C", "N", "H", "H", "H", "H", "H", "H", "H", "O", "H"],
  "coordinates": [[3.91505, 0.95125, 1.96863], [2.69710, 1.74787, 1.66035], [2.89156, 3.15940, 1.26461], [1.47185, 1.29323, 1.79316], [1.10383, -0.10751, 1.11503], [1.21477, 0.34647, -0.71438], [2.38425, -0.27428, -1.25877], [-0.46064, -0.42232, 1.48690], [-1.28310, 0.71661, 1.97230], [-1.84433, 1.70302, 0.91498], [-3.37662, 1.69606, 1.12242], [-1.23214, 2.94469, 1.24647], [4.36594, 1.38371, 2.85909], [4.65550, 1.06832, 1.18212], [3.70299, -0.10051, 2.10744], [2.00942, 3.57217, 0.79842], [3.74014, 3.20492, 0.58833], [3.18198, 3.74171, 2.13918], [1.23887, 1.42927, -0.76924], [0.33509, -0.06774, -1.18481], [2.13969, -1.20865, -1.58266], [3.09033, -0.44714, -0.55057], [-0.78140, 1.26243, 2.75959], [-2.16286, 0.30892, 2.42104], [-1.64841, 1.47470, -0.13425], [-3.91222, 2.15036, 0.29402], [-3.58133, 2.27324, 2.01915], [-3.74945, 0.69138, 1.25105], [-1.67413, 3.64526, 0.76587], [-2.90435, -1.05909, 4.96661], [-3.26036, -0.20505, 3.98050], [-1.93904, -1.56980, 4.82483], [-2.85591, -0.57461, 5.96206], [-3.65833, -1.85368, 5.13291], [-1.16028, -1.77623, -0.02129], [1.42092, -2.06252, -5.82563], [0.37249, -3.16417, -5.73152], [-0.44662, -3.10005, -4.43451], [0.40037, -3.24904, -3.25930], [1.09231, -3.36674, -2.34352], [2.15965, -2.14619, -5.02704], [1.95528, -2.12430, -6.77167], [0.96117, -1.07423, -5.76485], [0.85691, -4.13822, -5.80336], [-0.31599, -3.08787, -6.57274], [-1.19531, -3.89217, -4.41004], [-0.96847, -2.14403, -4.35803], [-4.66114, 1.68244, 4.07232], [-4.28502, 0.76870, 3.84881]],
  "lowdin_charge": [-0.017, -0.393, 0.007, -0.143, 1.026, -0.374, 0.018, -0.638, -0.154, -0.388, -0.032, -0.039, 0.115, 0.102, 0.078, 0.091, 0.104, 0.115, 0.100, 0.010, 0.047, 0.064, 0.128, 0.061, 0.126, 0.088, 0.075, 0.076, 0.099, -0.182, -0.147, 0.091, 0.119, 0.097, 0.696, -0.106, -0.250, -0.186, -0.253, 0.143, 0.068, 0.076, 0.076, 0.115, 0.112, 0.124, 0.119, 0.015, -0.081],
  "e_homo_ev": -9.1154,
  "homo_lumo_gap_ev": 2.54,
  "charge": 1
}